Entry 1:
Density functional theory data (wB97M-V/def2-TZVPD) for a molecular structure, C23H24F5InN8SSe.

The geometry in XYZ format:
```
63
Properties=species:S:1:pos:R:3
In 0.7926 -0.0910 -0.3691
Se 2.5961 -1.6421 0.5950
S 0.0425 -0.0559 -2.7372
F 8.0396 0.8629 -0.1915
F 7.5917 -1.7115 -0.9376
F 6.0214 2.3230 0.8958
F 5.1728 -2.8123 -0.6142
F 3.5804 1.2620 1.1531
N -1.4572 2.1310 -2.8348
N -0.1282 1.7060 -0.7729
N 0.7920 2.6465 -2.8214
N -0.8327 -1.6983 0.0322
N -1.0056 -1.8902 2.3527
N -2.1041 -3.3921 1.0205
N 0.0542 0.1339 1.9130
N -0.1675 -0.6523 4.1227
C -1.2950 -2.2980 1.0602
C 2.7823 3.7472 -2.0306
C 4.5496 0.5013 0.6283
C 5.3396 -1.5372 -0.2554
C 6.8311 0.3248 -0.0425
C -0.1728 2.8994 -0.0514
C -1.2850 3.7562 -0.0770
C 4.1498 3.8076 -1.8316
C 0.8285 4.3922 1.5887
C 6.5988 -0.9858 -0.4228
C 5.8008 1.0713 0.4982
C -1.2034 -1.0523 5.0624
C -1.3231 4.9093 0.6931
C 2.1660 2.5915 -2.5282
C 4.2819 -0.8075 0.2682
C -0.1964 1.7152 -2.2592
C 4.3454 1.5463 -2.5677
C 0.8807 3.2557 0.7981
C -0.2719 5.2374 1.5366
C -0.3515 -0.7299 2.7599
C 4.9475 2.7035 -2.1000
C 0.7179 0.3921 4.6086
C 2.9758 1.4806 -2.7897
H 6.0187 2.7482 -1.9481
H -1.6558 -2.0085 4.8105
H -2.0036 -0.3075 5.1342
H 0.4583 3.5904 -2.6662
H 1.7698 2.6403 0.8016
H -2.1505 3.4889 -0.6657
H -1.1925 -2.0319 -0.8559
H -0.7505 -1.1685 6.0453
H -0.3106 6.1326 2.1428
H 1.0113 0.1462 5.6271
H 2.5397 0.5915 -3.2103
H -1.6415 3.1055 -2.6252
H 0.4379 0.9583 2.3613
H 0.2444 1.3811 4.6134
H -2.1994 5.5446 0.6497
H -1.1167 -2.5926 3.0608
H 1.6696 4.6339 2.2273
H 2.1660 4.6089 -1.7974
H 4.9509 0.6752 -2.7929
H 4.5926 4.7205 -1.4535
H -2.3387 -3.7962 0.1329
H -2.5965 -3.7176 1.8311
H -2.1949 1.5694 -2.4278
H 1.6185 0.4267 3.9976
```

Output
orbital gap	6.798	eV
M	733.3	g mol⁻¹

***

Entry 2:
Density functional theory data (wB97M-V/def2-TZVPD) for a molecular structure, C23H24MgN7SSi at a distorted geometry.

The geometry in XYZ format:
```
57
Properties=species:S:1:pos:R:3
S -11.4854 -6.5986 5.7865
Si -17.0622 -3.6470 7.2881
Mg -15.6895 -5.7246 7.6517
N -16.7673 -7.4063 7.4382
N -16.6004 -8.0090 13.2337
N -14.5682 -4.7178 10.8040
N -15.5581 -6.3345 12.0677
N -16.9133 -7.9335 10.9153
N -15.7419 -6.2588 9.6845
N -13.7393 -5.8446 6.9488
C -19.7234 -4.5893 7.4094
C -12.0494 -2.6734 7.9875
C -10.5455 -4.0327 6.6604
C -13.0158 -3.6716 8.0525
C -21.6730 -3.7416 6.2332
C -17.8642 -9.2049 8.6442
C -21.1315 -4.4455 7.3459
C -11.5748 -4.9999 6.5318
C -13.1253 -6.7887 6.2405
C -20.7668 -3.0916 5.4009
C -18.8380 -3.8280 6.6752
C -12.8185 -4.8325 7.2760
C -15.3599 -5.8149 10.8602
C -17.0575 -8.0551 8.6007
C -16.3453 -7.4255 12.0474
C -10.8035 -2.8913 7.4061
C -16.5278 -7.3976 9.7622
C -17.2566 -7.8655 6.2687
C -17.0561 -2.4651 8.7822
C -19.3760 -3.0928 5.6449
C -18.4236 -9.6581 7.4569
C -16.1796 -2.8749 5.7990
C -18.1237 -8.9517 6.2444
H -18.1186 -2.3280 9.1349
H -16.7365 -1.4626 8.5083
H -14.0298 -4.4429 11.5947
H -19.3839 -5.3159 8.1390
H -16.6779 -3.1306 4.8292
H -9.5907 -4.2236 6.1362
H -9.9752 -2.1865 7.5679
H -15.1002 -3.1131 5.6739
H -17.2678 -8.7979 13.3662
H -19.2549 -10.4490 7.5449
H -14.0148 -3.4469 8.5692
H -22.7414 -3.7643 6.1057
H -16.3528 -1.7608 5.9572
H -18.4018 -9.3227 5.2588
H -21.7008 -5.0378 8.0295
H -16.4878 -2.8772 9.6501
H -12.2578 -1.6758 8.4363
H -18.7361 -2.5774 4.9296
H -14.0763 -4.5166 9.9314
H -18.0532 -9.6486 9.5905
H -16.9590 -7.3446 5.3713
H -13.6223 -7.6698 5.8375
H -21.1361 -2.6421 4.4994
H -16.1610 -7.6605 14.0747
```

Output
orbital gap	5.568	eV
M	483.0	g mol⁻¹
charge	+1